{"formula": "C18H22IrN6O3S", "method": "ωB97M-V with the def2-TZVPD basis set", "s_squared": 0.758, "charge": 2, "energy_ha": -1755.23477, "lumo_energy_ev": [-6.969, -9.223], "de_lowest_kj_mol": 30.8, "orbital_gap_ha": [0.27795, 0.19444], "multiplicity": 2, "elements": ["Ir", "C", "C", "N", "N", "C", "N", "S", "C", "C", "C", "C", "C", "N", "H", "H", "H", "H", "H", "H", "H", "H", "H", "O", "N", "N", "O", "C", "C", "C", "C", "C", "C", "H", "H", "H", "H", "H", "C", "C", "C", "O", "C", "H", "H", "H", "H", "H", "H", "H", "H"], "coordinates": [[0.55467, 0.47625, 0.35965], [2.23434, -0.91206, 4.01366], [1.50879, -0.20738, 2.92920], [1.70947, -0.44777, 1.67555], [2.75461, -1.23808, 1.28211], [3.24659, -0.82583, 0.15058], [4.33069, -1.38854, -0.37364], [2.50879, 0.50778, -0.78774], [0.63409, 0.95784, 3.14779], [0.25922, 1.44128, 4.38124], [-0.47053, 2.62461, 4.44843], [-0.80698, 3.28752, 3.28176], [-0.41005, 2.75326, 2.06932], [0.30941, 1.63019, 2.00698], [2.44832, -1.93413, 3.71077], [1.64627, -0.91623, 4.92847], [3.18806, -0.41955, 4.22007], [4.81953, -2.10240, 0.14498], [4.70666, -1.09309, -1.25824], [0.53061, 0.90749, 5.27997], [-0.77436, 3.01993, 5.40830], [-1.37595, 4.20565, 3.29970], [-0.66297, 3.21255, 1.12474], [-1.01345, -0.55312, 1.13255], [-1.44571, -1.54915, 0.41481], [-0.86752, -1.70361, -0.67638], [0.06698, -0.84409, -1.11332], [-1.20636, -2.80174, -1.55809], [-2.16384, -3.72160, -1.15062], [-2.47367, -4.75903, -2.01080], [-1.83622, -4.86729, -3.24149], [-0.88239, -3.93544, -3.62103], [-0.55503, -2.88442, -2.77765], [-2.65224, -3.63189, -0.19178], [-3.21608, -5.48755, -1.71668], [-2.08539, -5.68339, -3.90565], [-0.38787, -4.02181, -4.57838], [0.18666, -2.15467, -3.06339], [-1.67957, 2.62619, -2.87607], [-0.77158, 3.73279, -2.33590], [0.28294, 2.95202, -1.58412], [-0.45246, 1.81826, -1.01947], [-1.71342, 1.60873, -1.75002], [-1.25391, 2.18693, -3.77807], [-2.67785, 2.98607, -3.11431], [-1.31426, 4.39983, -1.66486], [-0.33164, 4.33413, -3.12858], [0.74778, 3.48831, -0.75786], [1.05920, 2.56379, -2.24600], [-2.52068, 1.78463, -1.03917], [-1.73171, 0.57786, -2.09136]]}